1.
7 unconnected molecules or ions with the total composition C28H56O21. Source: the Open Molecules 2025 dataset; level of theory: ωB97M-V/def2-TZVPD.

```
105
Properties=species:S:1:pos:R:3:forces:R:3:lowdin_charge:R:1
C 0.909 4.140 -5.554 -0.8 0.2 1.0 -0.0582
C 2.302 4.157 -5.065 2.1 -2.4 -1.3 -0.2615
O 2.296 4.116 -3.674 -0.6 1.2 2.3 0.0261
C 3.124 3.406 -2.903 2.5 -1.1 -0.7 -0.5530
O 4.041 2.659 -3.242 -1.8 1.2 0.1 0.1045
O 2.825 3.695 -1.648 -1.6 0.9 -0.3 -0.0152
C 3.579 3.337 -0.531 0.9 -1.8 0.8 -0.0530
H 0.360 3.488 -4.874 -0.2 -0.2 -0.3 0.0792
H 0.774 3.793 -6.578 0.1 0.5 0.1 0.0898
H 0.558 5.143 -5.313 -0.7 0.0 -0.7 0.0861
H 2.867 4.971 -5.518 0.1 0.3 0.6 0.1315
H 2.855 3.245 -5.291 0.0 -0.1 -0.9 0.1219
H 4.407 2.670 -0.770 0.6 0.8 -0.5 0.0997
H 3.050 2.632 0.110 -0.8 0.5 0.1 0.0723
H 3.838 4.223 0.049 0.1 -0.1 -0.3 0.1071
C -0.536 0.396 4.676 -0.7 -0.1 1.1 -0.0541
C 0.521 1.004 3.855 1.0 -0.8 -0.6 -0.2047
O -0.018 2.054 3.046 -1.4 -1.8 1.9 0.0878
C 0.792 2.802 2.428 3.2 3.2 -2.4 -0.6112
O 2.022 2.748 2.297 -2.2 -0.4 0.6 0.0954
O 0.042 3.789 1.875 -0.8 -1.6 1.3 -0.0477
C 0.611 4.749 1.039 0.4 -0.5 -0.1 -0.0418
H -0.112 -0.452 5.215 0.0 -0.2 -0.1 0.0771
H -1.383 0.048 4.086 -0.1 0.1 0.1 0.0796
H -0.842 1.088 5.462 -0.4 0.0 -0.1 0.0919
H 0.903 0.229 3.191 0.3 0.2 -0.2 0.1327
H 1.341 1.341 4.489 0.0 0.4 -0.3 0.1376
H -0.278 5.306 0.743 0.6 0.5 -0.2 0.1023
H 1.063 4.215 0.203 0.1 0.5 -0.3 0.0693
H 1.376 5.270 1.614 -0.1 0.5 -0.4 0.1065
C -1.687 -4.779 4.505 0.4 0.3 0.2 -0.0592
C -0.391 -4.469 5.311 -2.4 -0.4 -0.5 -0.1339
O -0.709 -3.318 6.191 -1.4 -2.3 -2.9 0.0582
C 0.221 -2.890 6.944 4.1 0.7 1.0 -0.6432
O 1.408 -3.249 6.951 -2.5 0.8 0.3 0.0935
O -0.322 -1.898 7.665 0.4 0.8 0.4 -0.0029
C 0.586 -1.073 8.386 1.2 0.4 0.6 -0.0596
H -1.447 -5.547 3.771 -0.1 -0.4 0.3 0.0798
H -1.951 -3.937 3.865 0.0 0.3 0.3 0.0487
H -2.572 -5.039 5.085 0.2 -0.1 0.1 0.0788
H 0.282 -4.322 4.466 0.9 0.8 0.9 0.1240
H -0.115 -5.315 5.941 0.3 0.2 -0.1 0.1278
H 1.055 -1.610 9.211 -0.3 -0.1 0.1 0.0962
H 0.133 -0.149 8.747 -0.8 -0.5 0.1 0.0922
H 1.428 -0.670 7.823 0.0 -0.6 -0.7 0.0908
C 3.020 -0.837 -2.914 1.1 -0.7 -0.4 -0.0538
C 3.350 -2.233 -3.548 -1.3 2.7 1.4 -0.1606
O 4.388 -2.023 -4.544 -3.1 -0.3 0.4 0.0686
C 5.568 -2.460 -4.328 4.2 -1.5 3.6 -0.5940
O 6.129 -2.731 -3.218 -2.3 0.7 -3.7 0.0565
O 6.178 -2.545 -5.515 1.6 -1.1 -0.8 0.0067
C 7.334 -3.450 -5.579 0.4 -0.3 0.8 -0.0283
H 2.743 -0.109 -3.677 -0.2 -0.1 0.1 0.0725
H 3.949 -0.482 -2.469 -0.1 0.2 0.2 0.0795
H 2.272 -0.949 -2.129 -0.1 0.1 -0.1 0.0558
H 2.390 -2.524 -3.976 0.6 -0.5 -0.9 0.1170
H 3.532 -2.865 -2.678 1.0 -0.4 -0.7 0.1091
H 7.628 -3.797 -6.570 -1.2 0.5 -0.5 0.0853
H 7.148 -4.338 -4.976 -0.3 0.1 0.0 0.0902
H 8.290 -3.065 -5.224 -0.4 0.8 0.5 0.0874
C -2.892 3.286 0.098 -0.8 0.7 -0.7 -0.0388
C -3.219 4.072 -1.186 0.3 -0.8 -0.7 -0.2025
O -4.535 4.584 -1.227 -2.3 0.1 1.9 0.0252
C -5.087 5.123 -2.301 4.1 0.7 -3.2 -0.6049
O -4.415 5.408 -3.320 -1.8 -0.6 2.1 0.0654
O -6.351 5.335 -2.130 -2.3 0.4 0.1 0.0265
C -7.139 6.045 -3.138 0.7 0.2 -0.4 -0.0034
H -1.822 3.081 0.134 -0.1 0.3 0.1 0.0443
H -3.377 2.313 0.014 -0.1 0.1 0.4 0.0807
H -3.232 3.852 0.965 0.2 -0.3 0.2 0.0876
H -3.270 3.299 -1.953 1.1 0.4 -0.6 0.1281
H -2.563 4.923 -1.368 0.4 -0.4 -0.3 0.1277
H -8.198 5.828 -3.002 0.3 -0.3 0.4 0.0918
H -6.852 5.807 -4.163 0.2 -0.5 0.2 0.0910
H -6.990 7.123 -3.074 0.1 0.0 0.5 0.0940
C -3.254 -2.058 2.012 -0.1 0.4 -0.6 -0.0448
C -1.867 -1.727 1.466 0.6 -2.2 -0.2 -0.2183
O -1.774 -0.563 0.710 -0.5 2.5 -0.7 0.0402
C -0.736 -0.261 -0.086 2.7 -1.3 0.3 -0.5153
O 0.340 -0.895 -0.168 -2.9 1.5 0.3 0.0828
O -1.017 0.868 -0.737 -2.4 -0.5 0.2 -0.0219
C 0.009 1.731 -1.176 1.8 -1.5 0.9 -0.0157
H -3.470 -1.696 3.018 0.1 0.3 -0.2 0.0761
H -3.365 -3.142 2.046 0.2 0.0 0.0 0.0544
H -4.002 -1.705 1.302 -0.2 0.1 0.1 0.0858
H -1.609 -2.493 0.735 0.3 -0.5 0.5 0.1105
H -1.154 -1.755 2.291 0.3 0.2 -0.2 0.1210
H 0.443 2.050 -0.229 0.4 0.8 -0.3 0.0857
H -0.286 2.552 -1.829 -0.5 -0.4 0.2 0.1103
H 0.731 1.048 -1.624 0.4 0.6 -0.5 0.0886
C 1.336 -4.489 -0.482 -0.9 -0.1 0.1 -0.0367
C -0.027 -4.391 -1.242 2.1 -0.4 -0.8 -0.2111
O -1.045 -4.796 -0.374 -0.9 0.4 2.3 0.0166
C -2.301 -4.617 -0.747 -0.1 -0.2 -1.5 -0.6052
O -2.603 -4.098 -1.801 -0.5 -0.1 0.9 0.1248
O -3.106 -5.205 0.153 0.1 0.0 0.5 -0.0053
C -4.521 -5.032 0.038 -0.4 0.6 -1.1 -0.0349
H 2.206 -4.337 -1.120 -0.2 -0.5 -0.3 0.0621
H 1.359 -5.439 0.051 0.3 -0.2 -0.3 0.0729
H 1.494 -3.746 0.299 -0.7 0.4 -0.1 0.0686
H -0.149 -5.139 -2.025 0.9 0.2 -0.5 0.1291
H -0.090 -3.409 -1.712 -0.7 0.1 0.4 0.1171
H -4.779 -4.939 -1.017 0.0 0.1 0.0 0.0933
H -4.842 -4.116 0.535 0.2 0.0 0.1 0.0796
H -5.099 -5.869 0.427 0.7 -0.2 0.3 0.0959
```
Forces are in eV/Å.

Summary:
**HOMO**: -10.252 eV
**2S+1**: 1
**Relative energy (zero: lowest compared OMol25 entry of this formula, charge and spin)**: 95.6 kcal/mol
**Orbital gap**: 10.79 eV
**LUMO energy**: 0.5 eV
**Structure (SMILES)**: CCOC(=O)OC.CCOC(=O)OC.CCOC(=O)OC.CCOC(=O)OC.CCOC(=O)OC.CCOC(=O)OC.CCOC(=O)OC

2.
7 unconnected molecules or ions with the total composition C28H56O21. Source: the Open Molecules 2025 dataset; level of theory: ωB97M-V/def2-TZVPD.

```
105
Properties=species:S:1:pos:R:3:forces:R:3:lowdin_charge:R:1
C -10.642 -11.174 -10.965 -0.2 -0.5 0.3 -0.0561
C -10.701 -11.613 -12.421 0.4 1.2 0.4 -0.2158
O -10.696 -13.026 -12.553 -0.3 -0.4 -0.3 0.0308
C -9.503 -13.623 -12.597 0.0 0.9 -0.5 -0.6110
O -8.473 -13.096 -12.267 0.4 -0.2 0.3 0.1193
O -9.647 -14.803 -13.160 -0.5 -0.8 0.4 0.0269
C -8.519 -15.674 -13.136 1.1 0.2 -1.0 -0.0257
H -10.982 -10.151 -10.814 0.1 0.1 -0.2 0.0781
H -9.627 -11.284 -10.584 0.0 0.1 -0.1 0.0715
H -11.268 -11.817 -10.341 -0.2 0.0 -0.1 0.0683
H -9.850 -11.137 -12.917 0.1 -0.5 -0.2 0.1247
H -11.576 -11.255 -12.960 -0.3 -0.2 0.3 0.1227
H -7.822 -15.438 -12.335 -0.3 -0.2 0.3 0.0788
H -7.958 -15.537 -14.070 -0.1 0.1 0.1 0.1029
H -8.846 -16.708 -13.164 -0.3 0.1 0.4 0.0928
C -2.931 -8.624 -7.425 0.1 1.5 0.4 -0.0565
C -2.913 -9.836 -8.310 0.6 -0.4 -0.4 -0.1983
O -4.246 -10.222 -8.665 -0.2 0.2 0.2 0.0500
C -4.371 -11.391 -9.279 0.2 0.3 -0.5 -0.6045
O -3.497 -12.200 -9.451 0.1 -0.2 0.1 0.1213
O -5.620 -11.488 -9.733 0.4 -0.1 -0.1 0.0272
C -5.942 -12.757 -10.280 -1.9 -0.9 -0.2 -0.0493
H -3.844 -8.374 -6.880 -0.2 -0.9 0.0 0.0853
H -2.782 -7.668 -7.942 0.2 -0.3 -0.4 0.0762
H -2.131 -8.664 -6.688 0.0 -0.2 0.0 0.0480
H -2.371 -10.674 -7.869 -0.4 0.0 0.3 0.1020
H -2.365 -9.647 -9.239 -0.1 0.2 0.0 0.1328
H -5.569 -13.589 -9.699 0.3 0.1 0.1 0.0555
H -5.789 -12.943 -11.345 0.9 0.6 0.1 0.1017
H -7.034 -12.809 -10.252 0.1 0.1 0.3 0.0785
C -12.526 -22.174 -6.445 -0.4 0.8 0.6 -0.0689
C -11.424 -23.206 -6.508 -0.4 0.0 0.4 -0.2161
O -10.498 -22.933 -7.558 0.4 0.0 -0.4 0.0276
C -9.427 -22.193 -7.233 -0.7 -0.1 0.7 -0.6219
O -9.250 -21.709 -6.148 0.4 0.2 0.2 0.1243
O -8.650 -22.094 -8.285 0.3 0.1 -1.0 0.0052
C -7.283 -21.689 -8.098 -0.2 0.1 -0.3 -0.0049
H -12.128 -21.162 -6.328 0.4 -0.1 -0.2 0.0764
H -13.092 -22.284 -5.514 -0.1 -0.4 -0.1 0.0808
H -13.246 -22.126 -7.262 0.2 -0.4 -0.2 0.0708
H -11.769 -24.222 -6.702 -0.2 0.2 -0.1 0.1251
H -10.936 -23.226 -5.531 0.3 0.1 -0.2 0.1209
H -6.943 -21.190 -9.002 -0.3 -0.1 -0.1 0.0811
H -6.721 -22.615 -7.999 0.3 0.2 0.5 0.1004
H -7.192 -20.972 -7.288 0.1 -0.3 0.3 0.0973
C -12.285 -20.372 -10.211 1.2 0.2 0.6 -0.0524
C -12.773 -19.215 -9.367 -1.8 -0.1 0.1 -0.2165
O -11.891 -18.121 -9.531 0.9 -0.6 -0.1 0.0304
C -12.259 -16.857 -9.411 0.0 0.1 -0.1 -0.6028
O -13.370 -16.414 -9.347 -0.3 0.0 0.2 0.1457
O -11.126 -16.156 -9.411 0.3 -0.1 0.1 -0.0063
C -11.210 -14.749 -9.322 -0.8 0.8 -0.5 -0.0465
H -11.286 -20.541 -9.789 0.1 -0.4 -0.4 0.0694
H -12.148 -20.161 -11.269 -0.3 0.2 0.0 0.0803
H -12.829 -21.301 -10.066 -0.3 0.2 0.0 0.0777
H -12.794 -19.523 -8.317 0.3 0.1 0.0 0.1162
H -13.803 -18.900 -9.564 0.1 0.1 -0.3 0.1248
H -11.768 -14.317 -10.158 0.1 -0.3 -0.2 0.0897
H -10.190 -14.382 -9.375 0.0 0.0 0.3 0.0962
H -11.766 -14.403 -8.449 0.4 -0.3 0.3 0.1011
C -1.194 -9.330 -3.966 -0.8 0.1 1.1 -0.0701
C -0.620 -10.708 -4.098 1.5 0.0 -0.2 -0.2124
O -1.117 -11.264 -5.319 -0.6 0.6 0.3 0.0377
C -0.756 -12.482 -5.659 -0.2 -0.4 -0.9 -0.6171
O -0.029 -13.230 -5.076 0.4 -0.1 0.6 0.1415
O -1.358 -12.743 -6.829 -0.4 0.0 0.0 -0.0109
C -1.043 -13.999 -7.415 0.5 -0.5 -0.2 -0.0381
H -2.272 -9.421 -3.805 0.0 0.1 -0.3 0.0862
H -1.014 -8.637 -4.780 0.2 -0.3 -0.2 0.0658
H -0.836 -8.857 -3.048 0.2 -0.1 -0.1 0.0822
H -0.787 -11.349 -3.231 -0.6 -0.1 -0.2 0.1305
H 0.474 -10.689 -4.175 -0.1 0.2 -0.1 0.1295
H -0.102 -13.902 -7.960 0.0 -0.1 0.1 0.1028
H -1.820 -14.301 -8.113 -0.2 0.5 0.0 0.0756
H -0.947 -14.782 -6.663 0.1 0.2 0.1 0.0942
C -8.650 -18.421 -10.460 -0.5 -0.5 -0.5 -0.0497
C -7.225 -18.612 -10.967 -1.1 -0.2 -0.1 -0.1938
O -6.316 -18.326 -9.894 0.2 -0.1 -0.3 0.0418
C -5.870 -17.079 -9.849 0.7 0.1 -0.3 -0.6061
O -6.080 -16.206 -10.650 -0.4 0.4 0.1 0.1220
O -5.027 -16.998 -8.828 0.0 -0.8 0.8 0.0051
C -4.705 -15.766 -8.219 0.2 0.8 -0.3 -0.0404
H -9.125 -17.458 -10.635 0.4 0.2 0.1 0.0601
H -8.729 -18.684 -9.405 0.2 0.2 0.1 0.0868
H -9.294 -19.152 -10.959 0.0 0.1 -0.1 0.0753
H -6.985 -18.050 -11.868 0.1 0.2 0.2 0.0922
H -7.125 -19.661 -11.244 0.5 0.0 0.4 0.1203
H -5.567 -15.308 -7.732 -0.1 -0.1 -0.1 0.1067
H -4.288 -15.057 -8.937 0.0 -0.1 0.0 0.0733
H -3.947 -15.974 -7.469 -0.1 -0.2 0.0 0.0934
C -2.305 -16.578 -12.141 0.1 0.1 0.7 -0.0509
C -3.691 -16.705 -12.696 -0.6 -0.2 -1.0 -0.1845
O -3.631 -17.189 -14.064 1.1 0.3 -0.4 0.0464
C -4.598 -17.926 -14.553 -0.6 -0.1 0.2 -0.6069
O -5.585 -18.295 -13.961 -0.1 0.0 0.0 0.1066
O -4.317 -18.209 -15.828 0.2 0.1 0.2 0.0124
C -5.215 -19.074 -16.493 -0.5 -0.4 -0.9 -0.0548
H -1.687 -15.786 -12.558 -0.2 0.0 -0.4 0.0817
H -1.748 -17.513 -12.183 -0.1 -0.1 0.0 0.0851
H -2.451 -16.308 -11.088 0.2 -0.1 0.0 0.0768
H -4.192 -15.741 -12.781 -0.1 0.0 0.4 0.1325
H -4.315 -17.418 -12.163 0.1 0.2 0.3 0.1074
H -4.649 -19.590 -17.268 0.2 -0.1 0.3 0.0930
H -5.992 -18.530 -17.039 0.0 0.3 0.3 0.0962
H -5.703 -19.788 -15.835 0.2 0.0 0.2 0.0917
```
Forces are in eV/Å.

Summary:
**HOMO**: -10.600 eV
**2S+1**: 1
**Relative energy (zero: lowest compared OMol25 entry of this formula, charge and spin)**: 23.0 kcal/mol
**Orbital gap**: 11.20 eV
**LUMO energy**: 0.6 eV
**Structure (SMILES)**: CCOC(=O)OC.CCOC(=O)OC.CCOC(=O)OC.CCOC(=O)OC.CCOC(=O)OC.CCOC(=O)OC.CCOC(=O)OC

Q: Which of these has the lowest LUMO energy?
A: number 1

Q: Which of these has the highest LUMO energy?
A: number 2

Q: The lowest HOMO belongs to which entry?
A: number 2

Q: Among the records above, which one has the lowest relative energy (zero: lowest compared OMol25 entry of this formula, charge and spin)?
A: number 2